{
  "formula": "C8H10",
  "method": "ωB97M-V/def2-TZVPD",
  "homo_energy_ev": -8.4156,
  "homo_lumo_gap_ev": 9.26,
  "e_above_lowest_kcal_mol": 132.6,
  "total_energy_ev": -8452.5176,
  "spin_multiplicity": 1,
  "symbols": ["C", "C", "C", "C", "C", "C", "C", "C", "H", "H", "H", "H", "H", "H", "H", "H", "H", "H"],
  "coordinates": [[-2.35796, 0.13381, 1.62782], [-1.19335, -0.26464, 0.82370], [0.19528, -0.47584, 1.38409], [1.26093, -0.38752, 0.53268], [1.11672, -0.14413, -0.78986], [2.32189, -0.11934, -1.55549], [-0.15681, 0.05937, -1.30575], [-1.25218, 0.27347, -0.42777], [-2.88421, -0.77599, 1.49610], [-3.21439, 0.61927, 0.95361], [-2.24528, 0.56984, 2.49226], [0.22266, -0.33646, 2.59826], [2.26761, -0.81470, 1.01571], [3.53863, -0.14930, -1.03701], [1.99410, -0.76432, -2.48692], [2.43432, 1.13308, -2.23880], [0.17116, 0.51386, -2.28936], [-2.21913, 0.92956, -0.79326]],
  "forces_ev_per_a": [[-3.276, -2.273, -6.220], [3.732, 3.279, 1.305], [-4.255, 1.228, 2.020], [2.272, -2.648, 4.263], [-0.899, -0.668, 1.516], [3.752, 3.093, -5.058], [1.997, 2.443, -0.868], [-0.955, 0.315, -3.782], [-1.076, -1.586, 2.015], [2.293, 0.228, 1.329], [0.433, 1.810, 4.785], [0.343, -1.117, -3.223], [-1.878, 1.734, -1.304], [-4.345, -0.567, -1.597], [2.058, 0.785, 1.541], [-0.389, -3.578, 2.118], [-2.371, -0.353, 0.350], [2.564, -2.126, 0.812]]
}



{
  "formula": "C8H10",
  "method": "ωB97M-V/def2-TZVPD",
  "homo_energy_ev": -8.1378,
  "homo_lumo_gap_ev": 9.22,
  "e_above_lowest_kcal_mol": 41.9,
  "total_energy_ev": -8456.4526,
  "spin_multiplicity": 1,
  "symbols": ["C", "C", "C", "C", "C", "C", "C", "C", "H", "H", "H", "H", "H", "H", "H", "H", "H", "H"],
  "coordinates": [[2.34287, 0.13206, -0.16574], [1.70311, -0.97257, 0.21769], [0.30861, -0.54253, 0.61120], [-0.71780, -1.16003, -0.27930], [-1.87508, -0.19134, -0.14644], [-1.24888, 1.22109, 0.15655], [0.20322, 0.90747, 0.28587], [1.45672, 1.26660, -0.12656], [3.41938, 0.19463, -0.48685], [1.92906, -1.98778, 0.05994], [0.26680, -0.77308, 1.72003], [-1.07939, -2.20364, -0.24859], [-0.27200, -1.07105, -1.28275], [-2.52945, -0.49857, 0.67442], [-2.55529, -0.18501, -1.00465], [-1.36200, 1.97772, -0.62594], [-1.69939, 1.59829, 1.10441], [1.70950, 2.28774, -0.46328]],
  "forces_ev_per_a": [[2.308, -0.212, -0.241], [-1.083, 1.289, -0.033], [1.695, -2.053, 1.171], [-1.019, -0.162, -1.271], [-1.109, 0.689, -0.214], [-0.283, 0.516, 0.358], [1.719, -1.144, 0.218], [-1.818, 2.120, 0.050], [-1.330, -0.061, 0.185], [0.725, -1.004, 0.337], [-0.592, 0.319, -0.891], [0.568, 0.317, 0.732], [-0.229, 0.061, 0.004], [0.203, 0.103, 0.193], [0.275, 0.112, -0.113], [-0.462, -0.183, 0.098], [0.404, 0.011, -0.675], [0.026, -0.718, 0.093]]
}



{
  "formula": "C8H10BF4IrN",
  "method": "ωB97M-V/def2-TZVPD",
  "homo_energy_ev": [-5.9978, -10.4324],
  "homo_lumo_gap_ev": [5.90, 6.68],
  "e_above_lowest_kcal_mol": 29.1,
  "total_energy_ev": -24328.2994,
  "s_squared": 8.78,
  "spin_multiplicity": 6,
  "symbols": ["C", "C", "C", "C", "C", "Ir", "C", "C", "C", "N", "H", "H", "H", "H", "H", "H", "H", "H", "H", "H", "F", "B", "F", "F", "F"],
  "coordinates": [[1.00455, -1.62590, -1.90183], [-0.43920, -1.57271, -2.10826], [-1.07469, -1.86662, -0.88862], [-0.01359, -2.08594, 0.14044], [1.21080, -1.93188, -0.49861], [0.10533, 0.01318, -0.69958], [-1.19560, 1.72153, -0.50938], [0.02854, 2.06052, -1.14323], [0.50388, 2.67711, -2.22257], [1.37881, 1.33994, -0.49119], [-2.15269, -1.96491, -0.71946], [-0.94157, -1.43700, -3.04296], [-0.12500, -2.31115, 1.16705], [2.18455, -2.05306, -0.01663], [1.79528, -1.51079, -2.62254], [-2.02667, 1.74186, -1.27469], [1.58037, 1.45244, 0.60681], [-1.41302, 1.80981, 0.59363], [-0.08330, 3.47525, -2.58325], [1.53687, 2.58201, -2.41658], [-1.33097, 0.06938, 2.15643], [-0.37944, -0.09742, 3.25752], [0.96369, -0.26374, 2.66716], [-0.40968, 1.05748, 4.09248], [-0.70704, -1.27989, 3.98376]],
  "forces_ev_per_a": [[0.166, -1.826, 0.740], [0.418, -1.829, -0.381], [-0.268, -1.439, 0.926], [-1.444, -0.227, -1.730], [1.709, -1.808, -1.814], [-1.372, -0.752, 2.413], [-1.926, 2.538, -1.135], [1.153, -1.524, 3.741], [-0.119, 1.358, -1.405], [1.092, 3.909, 3.468], [0.631, 0.151, -0.065], [-0.080, 0.198, -0.312], [-0.391, 0.028, 0.867], [-0.424, 0.234, -0.228], [-0.113, 0.164, -0.135], [0.475, 0.414, 1.360], [-0.319, 0.158, -2.685], [0.375, -0.484, -1.240], [-0.459, 0.674, -0.986], [0.731, -0.006, -0.582], [0.913, -0.090, 0.402], [0.193, -0.100, 0.606], [-1.340, 0.315, 0.100], [0.085, -1.170, -1.057], [0.313, 1.117, -0.868]]
}